# 1
Computed, not measured: a structure of composition C5H8F3N2, with ωB97M-V/def2-TZVPD.

```
18
Properties=species:S:1:pos:R:3:mulliken_spin:R:1
F 3.01 0.61 -1.05 -0.01
F 2.41 0.64 0.99 0.00
F 2.94 -1.22 -0.01 0.00
N 0.13 -1.67 -0.15 0.55
N -0.30 0.54 0.00 0.61
C 2.38 -0.03 -0.13 -0.06
C -1.61 -0.07 0.06 0.00
C 0.52 -0.42 -0.22 0.77
C -0.19 1.98 0.14 0.00
C -1.35 -1.57 -0.08 -0.03
H -0.68 2.17 1.08 0.02
H -1.70 -2.09 0.75 0.03
H -0.81 2.53 -0.53 0.02
H -2.25 0.43 -0.63 0.03
H -1.83 -1.98 -1.11 0.05
H 0.57 -2.54 -0.09 -0.03
H 0.71 2.41 0.03 0.01
H -1.96 0.28 0.96 0.04
```

Summary:
Multiplicity   3
Net charge   +1
ΔE to the lowest compared entry with this formula, charge and spin   35.48 kcal/mol
Gap between HOMO and LUMO (spin up / spin down)   7.15 / 7.72 eV
Lowest unoccupied orbital energy (spin up / spin down)   -0.107 / -0.289 Ha


# 2
Computed, not measured: a structure of composition C53H120F13N13O25S10, with ωB97M-V/def2-TZVPD.

```
234
Properties=species:S:1:pos:R:3:mulliken_charge:R:1
S -0.16 -2.56 -3.22 1.00
S -2.38 -2.69 4.66 1.03
S 0.60 -0.08 -3.59 0.98
S -1.04 6.82 -1.20 1.04
S 9.04 2.16 0.48 1.15
S 1.61 7.27 -1.06 0.97
S 6.82 2.11 -1.53 1.12
S 2.02 -6.26 0.67 0.93
S 0.75 -7.71 -1.37 1.01
S -4.05 -4.15 2.96 1.11
F -1.98 7.48 -2.29 -0.35
F -2.50 -2.63 6.30 -0.32
F 5.45 2.32 -0.73 -0.08
F -2.75 1.41 5.94 -0.43
F 1.12 -9.18 -0.92 -0.26
F -3.39 -5.67 3.39 -0.43
F 1.91 8.85 -1.03 -0.35
F 2.62 -7.38 1.58 -0.33
F -1.37 2.75 4.96 -0.21
F -0.69 0.63 -2.82 -0.35
F -3.16 2.26 3.93 -0.26
F -0.96 -1.88 -1.87 -0.33
F 8.14 1.42 1.55 -0.13
O 1.52 6.91 0.34 -0.49
O -2.33 -1.26 4.26 -0.48
O 1.11 -2.83 -2.69 -0.54
O 3.12 -5.27 0.57 -0.57
O -6.70 -2.10 -3.59 -0.66
O -5.45 -4.48 2.77 -0.61
O 3.54 1.61 3.48 -0.57
O 0.82 -7.60 -2.82 -0.61
O -2.58 3.66 7.24 -0.20
O -3.20 -3.81 1.88 -0.38
O 7.09 0.70 -1.36 -0.52
O 2.78 6.89 -1.78 -0.63
O 9.55 3.37 1.09 -0.53
O -1.00 -3.61 -3.51 -0.59
O -1.37 5.47 -1.29 -0.54
O 1.51 -0.15 -2.48 -0.32
O 9.73 1.13 -0.21 -0.47
O -1.21 -3.51 4.27 -0.38
O 0.86 -5.87 1.39 -0.47
O 0.92 0.82 -4.64 -0.59
O -3.29 4.85 5.12 -0.53
O 6.72 2.82 -2.79 -0.54
O -0.53 -7.47 -0.73 -0.48
O -1.34 7.47 0.00 -0.38
O -2.41 -8.33 3.32 -0.43
N -8.08 -0.93 -2.11 -0.20
N 4.42 -4.55 -3.82 0.87
N 7.81 2.81 -0.46 -0.33
N -0.87 -6.57 3.75 0.63
N 2.02 -6.96 -0.76 -0.30
N 5.71 1.83 4.13 -0.19
N 0.36 7.20 -1.85 -0.30
N -1.35 7.42 3.76 0.16
N -3.87 -3.35 4.36 -0.58
N -4.71 -5.40 -1.70 1.09
N -0.10 -1.29 -4.15 -0.59
N 0.32 0.75 1.61 0.90
N 1.89 4.40 -5.65 0.33
C 0.76 6.23 4.34 -0.10
C 5.42 -5.65 -3.90 -0.48
C -3.81 -7.18 -0.23 0.34
C 0.50 2.74 0.36 1.40
C -1.66 7.72 5.18 -0.96
C 3.46 -6.39 -5.06 -0.67
C 0.31 1.23 3.00 -0.03
C 0.79 3.96 -3.48 1.24
C -5.33 -7.19 -0.28 -1.04
C -3.17 8.79 2.98 -0.74
C -0.54 -6.63 5.24 -0.85
C 3.06 -5.07 -4.40 -0.25
C -1.91 9.60 2.73 -0.64
C 2.28 3.52 -3.47 -0.23
C -0.98 0.97 0.92 0.03
C 5.55 3.27 4.22 -0.84
C -3.40 -6.20 -1.39 -0.70
C -2.91 4.66 8.17 0.04
C 2.12 -2.48 2.43 -1.53
C -4.83 -5.37 -4.26 -0.31
C -5.55 -5.89 -5.57 -1.41
C -0.71 8.62 3.05 -0.31
C 1.60 4.24 -7.16 -0.88
C 4.08 -4.20 -2.44 -0.55
C 0.51 4.33 -4.94 -1.06
C 2.82 3.48 -4.90 -0.82
C -0.95 2.45 0.69 -1.15
C -1.30 -7.91 3.22 0.76
C 1.31 1.53 0.80 -0.08
C -5.42 -5.83 -2.95 -0.73
C -0.12 -8.74 2.68 -1.13
C -0.54 6.20 3.62 0.37
C -6.99 -1.04 -3.01 0.82
C 4.64 -6.92 -4.24 -0.69
C -2.75 7.40 3.02 -0.22
C 0.69 -0.71 1.67 -1.71
C -2.66 2.55 5.17 1.03
C 4.67 1.08 3.74 0.43
C 0.35 2.67 -8.68 -1.53
C 5.13 -3.51 -1.58 -0.60
C -5.64 -5.71 -0.55 -0.52
C 4.87 -1.99 -1.53 -1.21
C 4.99 -0.44 3.70 -0.60
C 1.39 4.84 4.50 -1.04
C 2.05 -0.99 2.17 1.33
C -8.68 0.45 -2.01 -0.83
C -4.45 -3.98 -1.86 -1.28
C -4.28 4.62 8.69 -1.17
C -3.44 3.78 5.71 -0.62
C 1.40 2.81 -7.54 0.20
C 4.90 -3.39 -4.66 -1.07
C -6.22 0.21 -3.14 -1.35
C 2.35 5.80 -5.48 -1.10
H -6.68 0.92 -3.77 0.42
H 1.39 6.91 3.81 0.34
H -4.53 5.19 9.58 0.42
H -2.24 6.91 5.64 0.11
H 6.03 -0.58 3.85 0.54
H -4.45 3.49 5.98 0.58
H -2.28 8.60 5.11 0.49
H 2.39 2.44 -7.80 0.43
H 0.58 6.74 5.32 0.21
H 2.91 4.27 -2.87 0.42
H 4.80 -3.63 -5.79 0.37
H 4.32 -7.45 -3.35 0.28
H 2.76 -0.70 1.38 0.16
H 0.54 -1.15 0.72 0.39
H 0.72 4.19 4.98 0.10
H 1.41 1.31 3.29 -0.32
H -6.68 -5.84 -5.47 0.32
H 4.38 -2.51 -4.37 0.20
H 3.79 3.82 -5.18 0.55
H 2.41 4.74 -7.69 0.48
H -1.61 -5.85 3.52 0.03
H 5.98 -5.72 -2.96 0.25
H -4.85 -4.29 -4.24 0.37
H 2.27 -0.32 3.04 -0.09
H 2.33 2.50 -3.07 -0.16
H -5.01 4.95 7.94 0.29
H 0.00 -1.16 2.39 0.16
H -0.92 0.40 -0.02 -0.06
H 3.26 -3.52 -2.44 0.27
H -0.01 9.10 3.73 0.45
H -1.51 -6.80 5.75 0.38
H -1.19 5.40 3.99 -0.49
H 5.96 -3.21 -4.49 0.43
H 2.03 -3.10 1.53 0.21
H -4.14 -3.60 -0.85 0.20
H -0.12 3.66 -5.55 0.31
H 5.12 -3.94 -0.60 0.45
H 2.40 -5.08 -3.58 0.16
H -0.19 -5.69 5.57 0.33
H 3.01 -2.85 2.88 0.54
H -8.73 0.88 -3.01 0.27
H -6.38 -5.33 -2.93 0.41
H 1.62 4.37 3.51 0.19
H -0.24 -9.73 3.09 0.43
H -5.30 0.07 -3.65 0.36
H -1.89 10.55 3.26 0.34
H 5.16 -7.66 -4.83 0.46
H -0.29 8.10 2.16 0.10
H -1.61 2.82 -0.06 1.03
H 3.73 -5.14 -2.01 0.19
H -2.25 4.59 9.06 0.36
H -0.07 5.28 -4.94 0.26
H 4.72 3.54 4.87 0.19
H 0.55 4.87 -2.88 -0.66
H -3.34 -8.20 -0.51 0.36
H 6.12 -3.69 -2.03 0.32
H -0.08 -6.34 3.29 0.16
H -9.57 0.31 -1.41 0.36
H -3.73 9.15 3.88 0.32
H 1.04 2.18 -6.69 -0.05
H 0.20 -7.42 5.36 0.36
H -0.52 3.21 -8.36 0.38
H 2.56 -4.31 -5.07 0.26
H -8.01 1.08 -1.38 0.25
H 2.49 5.98 -4.40 0.40
H 3.27 5.97 -6.08 0.37
H -6.65 -5.72 -0.82 0.31
H 0.72 4.86 -7.24 0.42
H 7.83 3.88 -0.35 0.33
H -1.74 0.60 1.59 0.65
H 6.63 1.39 4.08 0.28
H 2.65 -7.05 -4.90 0.43
H -1.76 9.81 1.67 0.40
H -5.29 -6.92 -5.74 0.40
H -2.66 5.61 7.67 0.02
H 6.10 -5.39 -4.75 0.46
H 0.59 2.96 -0.72 -1.09
H 3.98 -1.86 -0.98 0.24
H 0.66 3.09 -9.65 0.36
H -0.47 6.05 2.54 0.08
H -0.08 2.26 2.94 -0.09
H -5.99 0.65 -2.11 0.30
H -0.77 7.76 5.79 0.43
H 2.65 2.52 -5.36 0.35
H -3.86 8.92 2.16 0.43
H -3.62 -3.79 -2.53 0.52
H -2.78 2.79 7.48 0.34
H -3.00 -6.71 -2.25 0.16
H -0.08 -8.86 1.58 0.09
H -3.77 -5.64 -4.26 0.32
H -4.49 3.59 8.91 0.32
H -5.32 -3.35 -2.12 0.38
H -3.38 -6.74 0.66 -0.28
H 1.29 -2.73 3.07 0.31
H 4.57 -0.81 2.77 -0.11
H 0.74 3.70 0.92 -0.03
H 5.35 3.74 3.28 0.30
H 0.87 -8.45 2.92 0.45
H 1.57 6.49 -5.88 0.40
H 2.14 1.84 1.40 0.12
H -5.52 -5.08 0.32 0.36
H 6.50 3.63 4.60 0.38
H 1.62 0.87 -0.03 -0.15
H -1.21 2.97 1.59 -0.16
H -3.31 6.68 3.57 0.39
H 4.48 -0.91 4.56 0.22
H -2.66 -5.49 -1.00 0.27
H 4.86 -1.50 -2.50 0.20
H 0.13 1.66 -8.89 0.41
H -2.52 6.99 2.02 0.27
H 0.09 3.12 -3.18 0.27
H -5.74 -7.47 0.70 0.47
H 3.53 -6.25 -6.18 0.34
H -8.76 -1.66 -2.04 0.28
H -0.34 0.60 3.67 0.14
H -5.45 -6.94 -2.84 0.22
H -5.68 -7.88 -0.97 0.38
H -5.29 -5.28 -6.43 0.37
H 5.68 -1.54 -0.99 0.54
H 2.33 4.87 5.06 0.41
```

Summary:
Net charge   +2
Gap between HOMO and LUMO   9.70 eV
Lowest unoccupied orbital energy   -0.104 Ha